(1)
87
Properties=species:S:1:pos:R:3 method="wB97M-V/def2-TZVPD" total_energy_ev=-143674.224 e_lumo_ev="-1.479 / -1.047" multiplicity=2 e_above_lowest_ev=1.0008
Re -0.99 0.16 0.16
S -0.93 2.12 1.75
P 0.85 1.27 2.17
C 0.93 0.00 0.97
P 2.33 -0.36 -0.04
S 2.18 0.30 -1.90
C 3.89 0.17 0.70
C 4.41 -0.48 1.81
C 5.62 -0.06 2.35
C 6.31 0.99 1.76
C 5.80 1.62 0.64
C 4.59 1.21 0.11
C 2.49 -2.17 -0.04
C 3.67 -2.74 -0.48
C 3.82 -4.12 -0.44
C 2.78 -4.91 0.04
C 1.59 -4.33 0.46
C 1.45 -2.96 0.43
C 0.76 0.65 3.88
C 1.61 -0.37 4.26
C 1.58 -0.84 5.56
C 0.69 -0.28 6.47
C -0.17 0.73 6.09
C -0.13 1.21 4.79
C 2.21 2.48 2.20
C 3.11 2.55 3.25
C 4.18 3.43 3.17
C 4.35 4.23 2.05
C 3.43 4.17 1.01
C 2.36 3.30 1.09
H 3.90 -1.33 2.24
H 6.03 -0.56 3.21
H 7.26 1.30 2.18
H 6.35 2.43 0.18
H 4.19 1.67 -0.78
H 4.47 -2.11 -0.86
H 4.74 -4.57 -0.77
H 2.90 -5.98 0.07
H 0.78 -4.95 0.81
H 0.54 -2.47 0.77
H 2.29 -0.79 3.54
H 2.24 -1.64 5.87
H 0.67 -0.65 7.49
H -0.87 1.15 6.80
H -0.79 2.01 4.48
H 2.98 1.93 4.12
H 4.88 3.49 3.98
H 5.19 4.90 1.99
H 3.55 4.80 0.14
H 1.63 3.25 0.28
S -2.01 -1.36 1.79
S -2.31 -3.15 0.89
S -2.58 -2.74 -1.11
S -1.04 -1.42 -1.56
C -3.65 1.47 -3.58
Si -3.70 2.25 -1.84
C -4.02 0.89 -0.55
C -5.16 3.48 -1.74
C -2.09 3.19 -1.39
Te -0.20 2.10 -1.43
C -0.17 2.04 -3.57
Si 0.91 3.56 -3.98
C 0.95 3.77 -5.88
C 0.24 5.19 -3.23
C 2.65 3.31 -3.25
H -4.62 1.04 -3.82
H -2.91 0.67 -3.65
H -3.43 2.20 -4.35
H -4.73 0.15 -0.89
H -4.36 1.29 0.40
H -3.09 0.34 -0.35
H -6.09 2.97 -1.97
H -5.05 4.28 -2.46
H -5.25 3.92 -0.76
H -2.19 3.56 -0.37
H -1.95 4.06 -2.04
H -1.18 2.11 -3.97
H 0.29 1.12 -3.91
H -0.01 4.06 -6.27
H 1.26 2.86 -6.38
H 1.66 4.55 -6.14
H -0.72 5.48 -3.65
H 0.93 6.00 -3.43
H 0.13 5.10 -2.15
H 3.09 2.39 -3.61
H 2.57 3.24 -2.17
H 3.32 4.13 -3.50

(2)
91
Properties=species:S:1:pos:R:3 method="wB97M-V/def2-TZVPD" total_energy_ev=-175773.733 e_lumo_ev="-3.601 / -4.656" total_charge=+1 multiplicity=2
Ti 0.58 0.48 2.73
C -4.22 -1.50 3.11
C -3.38 -1.12 1.90
C -3.89 -1.40 0.63
C -3.18 -1.04 -0.51
N -1.97 -0.45 -0.36
N -1.42 -0.18 0.83
B -0.05 0.53 0.75
N 1.23 -0.23 0.35
N 1.09 -1.28 -0.46
C 2.14 -2.00 -0.93
C 3.43 -1.64 -0.51
C 3.62 -0.58 0.37
C 5.03 -0.24 0.81
C 2.48 0.15 0.81
S 2.64 1.22 1.78
C 1.92 -3.17 -1.90
C 2.65 -2.87 -3.23
C 2.46 -4.47 -1.29
C 0.42 -3.36 -2.20
N -0.06 2.05 0.46
N 0.00 2.34 -0.84
C -0.03 3.61 -1.32
C -0.13 4.67 -0.41
C -0.18 4.40 0.96
C -0.28 5.58 1.91
C -0.15 3.05 1.40
S -0.17 2.76 2.82
C 0.03 3.86 -2.83
C 1.26 4.72 -3.17
C -1.25 4.58 -3.29
C 0.15 2.53 -3.61
C -2.12 -0.48 2.01
S -1.61 -0.15 3.35
C -3.75 -1.29 -1.91
C -3.92 -2.80 -2.15
C -5.12 -0.58 -2.06
C -2.81 -0.71 -3.00
H -5.17 -1.99 2.82
H -4.46 -0.60 3.70
H -3.65 -2.22 3.74
H -4.86 -1.88 0.54
H 4.29 -2.20 -0.87
H 5.78 -0.92 0.35
H 5.11 -0.34 1.91
H 5.28 0.80 0.51
H 3.74 -2.77 -3.08
H 2.26 -1.93 -3.68
H 2.49 -3.70 -3.95
H 3.55 -4.41 -1.09
H 2.30 -5.33 -1.98
H 1.94 -4.70 -0.33
H 0.01 -2.44 -2.67
H -0.15 -3.57 -1.27
H 0.26 -4.20 -2.91
H -0.16 5.69 -0.77
H -0.29 6.55 1.38
H 0.60 5.58 2.60
H -1.21 5.50 2.51
H 1.22 5.71 -2.67
H 1.33 4.90 -4.27
H 2.20 4.21 -2.85
H -1.36 5.57 -2.79
H -2.15 3.97 -3.06
H -1.23 4.76 -4.39
H 1.07 1.98 -3.31
H 0.19 2.71 -4.70
H -0.73 1.88 -3.40
H -4.61 -3.25 -1.41
H -2.93 -3.31 -2.06
H -4.32 -3.00 -3.16
H -5.86 -0.97 -1.33
H -5.53 -0.74 -3.07
H -5.01 0.51 -1.89
H -1.81 -1.19 -2.95
H -2.68 0.38 -2.87
H -3.23 -0.89 -4.02
Br 1.39 -2.99 1.79
C 1.77 -2.29 3.52
C 2.37 -3.12 4.45
C 2.64 -2.61 5.71
C 2.31 -1.29 5.99
C 1.70 -0.51 5.00
N 1.43 -1.01 3.76
C 1.33 0.94 5.28
O 1.59 1.40 6.44
O 0.79 1.57 4.33
H 2.62 -4.15 4.21
H 3.11 -3.22 6.47
H 2.51 -0.85 6.96
H 0.77 -1.03 1.85

(3)
91
Properties=species:S:1:pos:R:3 method="wB97M-V/def2-TZVPD" total_energy_ev=-74215.949 e_lumo_ev=-0.766
Ir 0.04 0.04 -0.65
C -0.44 4.95 1.31
C -0.14 3.85 0.31
C 1.36 3.71 0.06
P -0.76 2.13 0.70
C -2.59 2.26 1.11
C -3.31 1.14 0.34
C -2.96 2.15 2.59
C 0.12 1.79 2.29
C -0.01 2.57 3.43
C 0.64 2.25 4.61
C 1.45 1.13 4.67
C 1.61 0.34 3.55
C 0.97 0.65 2.33
N 1.05 -0.15 1.26
C 1.80 -1.30 1.19
C 3.18 -1.36 1.39
C 3.86 -2.54 1.19
C 3.19 -3.68 0.76
C 1.82 -3.64 0.54
C 1.11 -2.47 0.77
P -0.67 -2.17 0.51
C -1.35 -3.78 -0.14
C -2.71 -3.50 -0.79
C -1.44 -4.95 0.84
C -1.27 -1.92 2.29
C -0.57 -2.78 3.33
C -2.78 -2.01 2.40
H -0.29 5.92 0.84
H 0.22 4.90 2.17
H -1.48 4.91 1.65
H -0.65 4.09 -0.63
H 1.86 3.44 0.99
H 1.78 4.63 -0.32
H 1.54 2.91 -0.66
H -2.90 3.23 0.72
H -2.68 0.25 0.28
H -3.54 1.45 -0.67
H -4.25 0.88 0.83
H -2.55 1.24 3.03
H -4.05 2.10 2.67
H -2.63 3.00 3.17
H -0.65 3.44 3.41
H 0.51 2.88 5.48
H 1.95 0.86 5.59
H 2.22 -0.55 3.61
H 3.70 -0.45 1.66
H 4.93 -2.58 1.34
H 3.73 -4.60 0.60
H 1.31 -4.52 0.18
H -0.65 -4.03 -0.94
H -3.47 -3.24 -0.06
H -3.04 -4.38 -1.34
H -2.61 -2.68 -1.49
H -2.28 -4.84 1.52
H -0.53 -5.06 1.43
H -1.59 -5.88 0.28
H -1.00 -0.87 2.48
H -0.96 -3.79 3.35
H -0.71 -2.34 4.32
H 0.50 -2.83 3.15
H -3.13 -3.04 2.30
H -3.26 -1.41 1.63
H -3.10 -1.64 3.37
N -1.52 -0.04 -4.13
C -1.70 1.07 -3.38
N -2.30 2.20 -3.76
N -2.24 3.00 -2.71
N -1.64 2.41 -1.73
N -1.28 1.19 -2.10
C -0.84 -1.13 -3.66
N -0.64 -2.26 -4.32
N 0.04 -3.03 -3.49
N 0.25 -2.42 -2.37
N -0.29 -1.21 -2.43
H -1.90 -0.07 -5.06
N 3.57 -0.53 -3.14
C 2.86 -0.49 -2.00
N 2.03 0.52 -1.95
C 2.18 1.19 -3.14
C 1.54 2.31 -3.66
C 1.90 2.73 -4.92
C 2.89 2.08 -5.66
C 3.55 0.98 -5.16
C 3.17 0.53 -3.91
H 4.22 -1.26 -3.41
H 2.98 -1.22 -1.22
H 0.79 2.84 -3.09
H 1.40 3.58 -5.36
H 3.14 2.45 -6.64
H 4.33 0.48 -5.72

(4)
84
Properties=species:S:1:pos:R:3 method="wB97M-V/def2-TZVPD" total_energy_ev=-66774.557 e_lumo_ev=-1.153 e_above_lowest_ev=0.0000
Sn -0.22 -2.44 5.09
C -1.08 2.30 3.75
C -1.39 1.41 2.79
C -0.67 1.13 1.49
C 0.53 0.17 1.54
C 1.61 0.46 2.53
C 1.88 1.64 3.10
C 1.23 2.95 2.80
C 0.04 3.31 3.72
C 1.84 -1.94 5.69
H -1.73 2.37 4.64
H -2.25 0.74 2.94
H -0.39 2.04 0.95
H -1.42 0.62 0.87
H 0.18 -0.87 1.71
H 0.95 0.17 0.52
H 2.20 -0.41 2.81
H 2.70 1.71 3.83
H 0.91 3.05 1.75
H 1.99 3.73 2.98
H 0.42 3.42 4.75
H -0.34 4.30 3.41
H 2.04 -1.60 6.72
H 2.14 -1.22 4.90
H 2.35 -2.90 5.52
P 1.58 -1.26 -3.58
P -1.61 -0.83 -3.24
N 3.02 -0.25 -3.61
N 2.31 -2.52 -4.63
N -1.82 0.92 -3.07
N -3.27 -1.13 -3.73
C 0.64 -0.35 -4.92
C -0.84 -0.77 -4.96
C 3.52 0.36 -2.45
C 4.56 1.21 -2.81
C 4.71 1.13 -4.24
C 3.74 0.25 -4.70
C 2.45 -3.85 -4.19
C 2.95 -4.62 -5.25
C 3.12 -3.74 -6.37
C 2.70 -2.48 -5.97
C -1.56 1.56 -1.85
C -1.67 2.93 -2.03
C -1.98 3.16 -3.41
C -2.04 1.91 -4.02
C -4.13 -0.42 -4.58
C -5.23 -1.21 -4.89
C -5.05 -2.47 -4.22
C -3.85 -2.40 -3.53
H 1.10 -0.51 -5.90
H 0.73 0.73 -4.68
H -1.41 -0.11 -5.63
H -0.94 -1.80 -5.35
H 3.08 0.12 -1.50
H 5.14 1.82 -2.15
H 5.43 1.65 -4.85
H 3.52 -0.06 -5.71
H 2.18 -4.12 -3.19
H 3.17 -5.67 -5.23
H 3.49 -4.00 -7.35
H 2.63 -1.56 -6.54
H -1.32 0.96 -0.99
H -1.55 3.69 -1.27
H -2.14 4.10 -3.90
H -2.22 1.66 -5.06
H -3.91 0.59 -4.88
H -6.06 -0.93 -5.52
H -5.72 -3.32 -4.26
H -3.34 -3.11 -2.90
C 1.17 1.06 6.59
C -0.14 0.47 6.89
C -1.01 0.94 7.89
C -2.22 0.24 7.75
C -2.08 -0.63 6.65
C -3.09 -1.52 6.06
N -0.79 -0.53 6.18
H 1.98 0.33 6.51
H 1.42 1.74 7.41
H 1.15 1.66 5.66
H -0.73 1.71 8.59
H -3.11 0.33 8.37
H -3.28 -2.39 6.70
H -4.04 -0.96 5.99
H -2.86 -1.88 5.04

(5)
85
Properties=species:S:1:pos:R:3 method="wB97M-V/def2-TZVPD" total_energy_ev=-57240.901 e_lumo_ev=0.533 e_above_lowest_ev=0.0000 smiles="CCN(CCPCCO)C(C)=O.c1ccncc1.c1ccncc1.c1ccncc1.c1ccncc1.c1ccncc1"
C 6.35 -1.26 2.71
C 6.23 0.26 2.60
N 5.36 0.68 1.47
C 3.96 0.90 1.90
C 3.14 -0.41 1.86
P 2.28 -0.77 3.46
C 0.50 -0.67 3.00
C -0.10 0.72 3.27
O -0.20 1.42 2.03
C 5.90 1.89 0.91
C 5.92 3.14 1.75
O 6.35 1.88 -0.20
H 6.73 -1.67 1.77
H 5.40 -1.74 2.93
H 7.06 -1.52 3.50
H 5.87 0.69 3.55
H 7.23 0.66 2.42
H 3.91 1.36 2.90
H 3.51 1.61 1.21
H 3.80 -1.24 1.62
H 2.39 -0.34 1.07
H 2.42 -2.17 3.55
H 0.34 -0.86 1.93
H -0.06 -1.41 3.57
H -1.10 0.60 3.72
H 0.52 1.29 3.96
H -1.04 1.90 2.01
H 6.03 4.00 1.10
H 6.79 3.09 2.41
H 5.03 3.25 2.37
N -2.95 2.80 0.52
C -4.19 3.30 0.50
C -5.19 2.82 -0.33
C -4.90 1.77 -1.19
C -3.61 1.24 -1.18
C -2.68 1.80 -0.32
H -4.38 4.12 1.18
H -6.17 3.27 -0.31
H -5.65 1.38 -1.86
H -3.34 0.42 -1.83
H -1.67 1.41 -0.27
N -2.09 -2.21 1.93
C -1.66 -3.44 1.66
C -2.22 -4.25 0.68
C -3.29 -3.77 -0.06
C -3.75 -2.48 0.22
C -3.12 -1.75 1.21
H -0.82 -3.78 2.25
H -1.83 -5.24 0.51
H -3.74 -4.37 -0.83
H -4.57 -2.06 -0.34
H -3.45 -0.74 1.44
N 6.72 -2.31 -0.56
C 6.77 -3.61 -0.86
C 5.91 -4.23 -1.75
C 4.93 -3.46 -2.36
C 4.87 -2.11 -2.06
C 5.79 -1.58 -1.16
H 7.55 -4.18 -0.36
H 6.00 -5.29 -1.95
H 4.24 -3.90 -3.06
H 4.13 -1.46 -2.52
H 5.77 -0.53 -0.90
N -5.25 6.50 0.24
C -4.38 6.96 -0.66
C -4.56 8.13 -1.37
C -5.70 8.88 -1.13
C -6.61 8.42 -0.20
C -6.34 7.23 0.46
H -3.50 6.34 -0.81
H -3.82 8.45 -2.09
H -5.87 9.81 -1.67
H -7.52 8.97 0.02
H -7.04 6.84 1.20
N -3.27 -5.00 -3.04
C -2.20 -5.31 -3.76
C -2.25 -5.66 -5.10
C -3.48 -5.70 -5.72
C -4.61 -5.39 -4.98
C -4.45 -5.04 -3.65
H -1.25 -5.26 -3.23
H -1.34 -5.90 -5.63
H -3.56 -5.98 -6.77
H -5.60 -5.41 -5.43
H -5.32 -4.79 -3.04